Entry 1:
This record from the OMol25 dataset describes 10 unconnected molecules or ions with the total composition C6H30NO10 in a non-equilibrium geometry. The level of theory is ωB97M-V/def2-TZVPD.

Output
Frontier orbital gap (eV): 8.6602
Highest occupied orbital energy (eV): -11.0

Geometry as ORCA input:
```
! RIJCOSX wB97M-V def2-TZVPD def2/J DEFGRID3
* xyz 1 1
C -1.049 2.030 -0.064
O -0.476 0.751 0.157
C -0.040 3.161 -0.244
C 1.034 2.894 -1.289
C 2.057 1.807 -0.979
C 3.351 2.114 -0.832
C 0.248 0.134 -0.923
N 1.618 0.490 -1.034
H -1.732 1.944 -0.916
H -1.746 2.243 0.752
H 1.607 0.516 2.452
H -0.623 4.024 -0.522
H 0.387 3.279 0.749
H 0.647 2.742 -2.288
H 1.691 3.756 -1.252
H 4.113 1.332 -0.803
H 3.670 3.122 -1.072
H -0.264 0.326 -1.882
H 0.005 -0.922 -0.790
H 2.176 -0.239 -0.616
H -4.737 -1.889 0.697
H -4.625 -1.870 -0.753
O -4.091 -2.134 0.003
H -0.018 -3.832 -3.426
H -1.249 -3.656 -2.458
O -0.867 -3.379 -3.309
H 3.799 3.662 1.627
H 4.010 3.250 3.016
O 3.390 3.087 2.296
H 3.671 -0.002 2.881
H 3.386 1.350 2.271
O 3.070 0.409 2.232
H -2.193 -1.262 1.022
H -2.252 -2.814 0.976
O -1.798 -2.069 1.343
H 0.200 -0.431 2.763
H 0.275 0.623 1.614
O 0.606 0.536 2.569
H -3.096 -4.216 -1.299
H -2.631 -5.511 -0.447
O -2.392 -4.627 -0.779
H -2.279 -2.006 -4.654
H -2.379 -1.532 -3.166
O -2.835 -1.576 -3.998
H -0.676 -2.225 2.763
H -0.757 -1.753 4.189
O -0.209 -1.637 3.425
*
```

Calculated atomic charges, method Mulliken, unit e: C -0.6577; O -0.4901; C -0.3816; C -1.0226; C 1.0597; C -1.4478; C -0.9086; N -0.1008; H 0.4389; H 0.3498; H 0.4157; H 0.3893; H 0.2248; H 0.3542; H 0.3309; H 0.2681; H 0.3799; H 0.4049; H 0.4098; H 0.3213; H 0.2773; H 0.2994; O -0.5764; H 0.2872; H 0.3240; O -0.5844; H 0.3281; H 0.2964; O -0.6723; H 0.3200; H 0.4313; O -0.6456; H 0.3058; H 0.2864; O -0.6132; H 0.6054; H 0.4330; O -0.5203; H 0.3346; H 0.2901; O -0.6522; H 0.3103; H 0.2981; O -0.6209; H 0.3871; H 0.3214; O -0.5884


Entry 2:
This record from the OMol25 dataset describes BrIO2S2 in the gas phase in a non-equilibrium geometry. The level of theory is ωB97M-V/def2-TZVPD.

Output
Frontier orbital gap (eV): 7.0214
Highest occupied orbital energy (eV): -9.5

Geometry as ORCA input:
```
! RIJCOSX wB97M-V def2-TZVPD def2/J DEFGRID3
* xyz 0 1
O 0.462 1.286 0.640
O -0.604 -0.376 -0.728
S 0.817 0.260 -0.280
S -1.556 -1.463 -0.064
Br 1.540 -1.646 0.746
I -2.061 -0.482 2.508
*
```

Calculated atomic charges, method Mulliken, unit e: O -0.3512; O -0.1944; S 0.5917; S 0.0199; Br -0.1201; I 0.0542


Entry 3:
This record from the OMol25 dataset describes 3 unconnected molecules or ions with the total composition C6H16O2 in a non-equilibrium geometry. The level of theory is ωB97M-V/def2-TZVPD.

Output
⟨S²⟩: 0.753
Frontier orbital gap (spin up / spin down) (eV): 10.4277 / 6.0690
Highest occupied orbital energy (spin up / spin down) (eV): -14.7 / -14.7

Geometry as ORCA input:
```
! RIJCOSX wB97M-V def2-TZVPD def2/J DEFGRID3
* xyz 1 2
C 2.095 1.680 -1.062
C 0.615 1.914 -0.824
C -0.175 0.614 -0.429
C 0.323 0.001 0.869
C 0.879 -1.214 0.974
C -0.103 0.868 2.077
H 2.659 2.560 -1.407
H 2.283 0.815 -1.769
H 2.750 1.518 -0.159
H 0.519 2.754 -0.138
H 0.215 2.403 -1.732
H -1.311 0.978 -0.210
H -0.077 -0.168 -1.183
H 1.067 -1.633 1.993
H 1.087 -1.785 0.066
H -0.132 1.909 1.772
H -1.055 0.476 2.455
H 0.537 0.736 2.960
H -1.084 -2.975 -2.008
H -2.037 -1.718 -1.574
O -1.138 -1.955 -2.068
H -3.294 -2.861 0.001
H -1.915 -2.655 0.890
O -2.708 -2.263 0.509
*
```

Calculated atomic charges, method Mulliken, unit e: C -1.1693; C -0.3987; C -0.5242; C 0.9762; C -0.8235; C -1.2106; H 0.3949; H 0.2789; H 0.2787; H 0.3041; H 0.3623; H 0.3093; H 0.4155; H 0.3391; H 0.3517; H 0.2971; H 0.3657; H 0.4336; H 0.3225; H 0.3521; O -0.6619; H 0.3315; H 0.3198; O -0.6448


What are the E values for these records? In order: -1053.5178; -3818.4956; -388.3001 Ha.
What are the relative energy (zero: lowest compared OMol25 entry of this formula, charge and spin) values for these records? In order: 0.0; 15.6; 27.8 kcal per mole.